Record 1
Molecular formula: C43H59GeN6OV
Method: DFT, the ωB97M-V functional and the def2-TZVPD basis

Its spin multiplicity is 3. The electronic energy comes out at -138741.9111 eV. For the largest force on an atom, the calculation gives 1.20 eV/Å. The LUMO energy (spin up / spin down) is 0.053 / 0.413 eV. As for the HOMO-LUMO gap (spin up / spin down): 7.930 / 8.269 eV.

Atoms and positions in Å:
V: 0.372 -0.923 0.081
C: 0.099 -2.201 1.838
C: -1.045 -1.347 2.033
C: -0.541 -0.061 2.383
C: 0.875 -0.169 2.378
C: 1.273 -1.472 2.147
C: 2.652 -2.047 2.420
C: 2.711 -2.292 3.940
C: 2.856 -3.380 1.706
C: 3.774 -1.073 2.057
C: -1.139 1.205 3.021
C: -2.569 1.587 2.633
C: -1.080 0.980 4.548
C: -0.255 2.430 2.733
C: -2.458 -1.938 2.055
C: -3.067 -1.841 3.463
C: -3.385 -1.269 1.031
C: -2.413 -3.445 1.765
H: 0.061 -3.264 1.661
H: 1.546 0.629 2.642
H: 1.900 -2.950 4.258
H: 2.621 -1.351 4.488
H: 3.661 -2.759 4.211
H: 2.156 -4.136 2.066
H: 3.867 -3.752 1.887
H: 2.723 -3.284 0.631
H: 3.655 -0.118 2.575
H: 3.817 -0.877 0.988
H: 4.735 -1.491 2.365
H: -3.315 0.908 3.032
H: -2.697 1.657 1.557
H: -2.787 2.574 3.049
H: -1.692 0.137 4.866
H: -1.439 1.876 5.061
H: -0.054 0.791 4.870
H: -0.154 2.617 1.669
H: 0.746 2.336 3.154
H: -0.711 3.311 3.189
H: -3.232 -0.822 3.787
H: -2.415 -2.327 4.192
H: -4.033 -2.354 3.478
H: -3.601 -0.236 1.286
H: -4.337 -1.806 0.974
H: -2.922 -1.261 0.044
H: -1.859 -3.979 2.539
H: -1.958 -3.698 0.807
H: -3.432 -3.836 1.753
C: -1.402 -1.608 -4.768
N: -0.600 -1.793 -3.570
C: 0.793 -1.383 -3.665
C: -1.089 -2.422 -2.473
N: -0.757 -2.113 -1.238
N: -1.998 -3.411 -2.742
C: -2.896 -3.914 -1.725
C: -1.725 -4.368 -3.808
H: -2.450 -1.797 -4.550
H: -1.089 -2.262 -5.587
H: -1.297 -0.574 -5.098
H: 0.894 -0.720 -4.521
H: 1.438 -2.249 -3.814
H: 1.104 -0.840 -2.783
H: -1.071 -2.868 -0.639
H: -2.434 -4.704 -1.120
H: -3.771 -4.339 -2.218
H: -3.229 -3.111 -1.073
H: -0.786 -4.134 -4.299
H: -2.529 -4.382 -4.548
H: -1.630 -5.366 -3.375
N: 4.033 -0.070 -1.616
C: 3.177 -1.089 -1.431
O: 2.132 -0.842 -0.745
C: 3.453 -2.364 -1.971
C: 4.657 -2.568 -2.685
N: 5.668 -2.665 -3.233
C: 2.473 -3.376 -1.891
N: 1.644 -4.180 -1.860
H: 3.804 0.821 -1.205
H: 4.891 -0.194 -2.126
C: -0.243 1.483 -2.805
Ge: -0.109 1.538 -0.815
C: -1.798 2.510 -0.484
C: -2.973 1.870 -0.886
C: -4.218 2.454 -0.700
C: -4.312 3.707 -0.109
C: -3.154 4.371 0.273
C: -1.912 3.778 0.083
C: 1.460 2.728 -0.473
C: 2.489 2.226 0.284
C: 3.702 2.924 0.487
C: 3.887 4.147 -0.085
C: 2.862 4.726 -0.873
C: 3.038 6.001 -1.468
C: 2.050 6.567 -2.219
C: 0.831 5.880 -2.405
C: 0.638 4.649 -1.846
C: 1.645 4.021 -1.067
H: -0.717 2.390 -3.180
H: -0.865 0.638 -3.098
H: 0.736 1.391 -3.275
H: -2.918 0.883 -1.339
H: -5.114 1.930 -1.011
H: -5.281 4.165 0.046
H: -3.217 5.355 0.722
H: -1.022 4.318 0.390
H: 2.393 1.244 0.725
H: 4.481 2.474 1.091
H: 4.812 4.695 0.054
H: 3.977 6.520 -1.310
H: 2.195 7.542 -2.668
H: 0.043 6.336 -2.991
H: -0.308 4.146 -1.980

These are the Mulliken partial charges, in e, on atoms 1 to 99:
1. V 1.560
2. C -1.247
3. C 0.629
4. C 1.570
5. C -1.539
6. C 0.270
7. C 1.708
8. C -1.786
9. C -2.232
10. C -1.382
11. C 2.329
12. C -1.478
13. C -1.773
14. C -1.861
15. C 2.429
16. C -1.857
17. C -1.146
18. C -2.207
19. H 0.550
20. H 0.603
21. H 0.293
22. H 0.287
23. H 0.479
24. H 0.351
25. H 0.468
26. H 0.515
27. H 0.337
28. H 0.074
29. H 0.552
30. H 0.362
31. H -0.282
32. H 0.639
33. H 0.275
34. H 0.488
35. H 0.271
36. H -0.171
37. H 0.458
38. H 0.552
39. H 0.239
40. H 0.352
41. H 0.498
42. H 0.069
43. H 0.627
44. H -0.431
45. H 0.340
46. H 0.171
47. H 0.429
48. C -1.300
49. N 0.761
50. C -0.750
51. C -0.345
52. N 0.734
53. N 0.259
54. C -1.039
55. C -1.282
56. H 0.386
57. H 0.394
58. H 0.451
59. H 0.473
60. H 0.347
61. H -0.371
62. H -0.865
63. H 0.393
64. H 0.433
65. H 0.183
66. H 0.378
67. H 0.325
68. H 0.391
69. N -0.154
70. C 0.907
71. O -0.347
72. C 0.396
73. C -0.611
74. N -0.642
75. C -0.398
76. N -0.732
77. H 0.003
78. H 0.226
79. C -1.402
80. Ge 1.369
81. C -0.313
82. C -0.919
83. C -0.530
84. C -0.728
85. C -0.926
86. C 0.908
87. C 0.263
88. C -0.098
89. C -0.897
90. C -1.147
91. C 1.013
92. C -0.960
93. C -0.659
94. C -1.338
95. C -0.062
96. C 0.843
97. H 0.640
98. H 0.229
99. H 0.451

Record 2
Molecular formula: C3H9BO3
Method: DFT, the ωB97M-V functional and the def2-TZVPD basis

The electronic energy comes out at -10073.7886 eV. For the largest force on an atom, the calculation gives 3.14 eV/Å. The LUMO energy (spin up / spin down) is 0.531 / -0.073 eV. As for the HOMO-LUMO gap (spin up / spin down): 7.182 / 6.443 eV.

Atoms and positions in Å:
B: -1.590 -0.914 0.888
C: 1.015 -0.008 -1.552
C: 0.574 1.651 0.296
C: 0.943 0.256 -0.094
O: -2.114 -0.499 2.024
O: -2.021 -1.798 -0.013
O: 1.885 -0.348 0.723
H: -0.071 0.066 -1.902
H: 1.563 -1.038 -1.608
H: 1.529 0.599 -2.252
H: 0.226 2.168 -0.556
H: 1.523 2.120 0.465
H: 0.048 1.807 1.190
H: -2.877 -1.008 2.413
H: -2.941 -1.940 -0.351
H: 2.307 -1.114 0.330

The computed natural (NBO) charges, all in e, follow:
1. B 0.944
2. C -0.698
3. C -0.685
4. C 0.320
5. O -0.945
6. O -0.977
7. O -0.707
8. H 0.238
9. H 0.197
10. H 0.208
11. H 0.212
12. H 0.203
13. H 0.230
14. H 0.484
15. H 0.500
16. H 0.476

Record 3
Molecular formula: C25H20N2O3
Method: DFT, the ωB97M-V functional and the def2-TZVPD basis

The electronic energy comes out at -35370.6771 eV. For the largest force on an atom, the calculation gives 1.69 eV/Å. The LUMO energy is -1.695 eV. As for the HOMO-LUMO gap: 5.963 eV.

Atoms and positions in Å:
C: 1.062 6.226 -1.197
O: 1.538 5.616 0.023
C: 1.431 4.274 0.219
C: 0.887 3.379 -0.743
C: 0.815 2.040 -0.417
C: 1.245 1.527 0.829
C: 1.209 0.096 0.996
C: 1.711 -0.729 -0.004
C: 1.774 -2.183 0.110
C: 1.398 -3.064 1.106
C: 1.646 -4.437 0.902
C: 2.259 -4.905 -0.284
C: 2.641 -4.017 -1.297
C: 2.395 -2.679 -1.056
N: 2.726 -1.591 -1.869
C: 3.406 -1.708 -3.155
C: 2.342 -0.436 -1.261
C: 1.756 2.449 1.789
C: 1.872 3.787 1.481
H: 1.262 7.292 -1.057
H: 1.613 5.855 -2.074
H: -0.017 6.062 -1.337
H: 0.505 3.736 -1.702
H: 0.418 1.316 -1.135
H: 0.849 -0.362 1.911
H: 0.915 -2.669 1.995
H: 1.352 -5.149 1.683
H: 2.440 -5.977 -0.405
H: 3.113 -4.354 -2.222
H: 3.579 -2.762 -3.370
H: 2.797 -1.283 -3.962
H: 4.374 -1.192 -3.131
H: 2.533 0.535 -1.725
H: 2.113 2.076 2.751
H: 2.268 4.515 2.188
C: -6.203 -0.850 1.682
C: -5.039 -0.466 2.370
C: -3.824 -0.481 1.684
C: -3.742 -0.860 0.366
C: -4.886 -1.246 -0.338
C: -6.126 -1.241 0.328
C: -2.284 -0.766 -0.034
O: -1.842 -1.023 -1.155
N: -1.575 -0.344 1.072
C: -2.428 -0.143 2.143
O: -2.144 0.234 3.273
H: -7.172 -0.850 2.186
H: -5.089 -0.163 3.418
H: -4.831 -1.548 -1.386
H: -7.041 -1.538 -0.189

The computed natural (NBO) charges, all in e, follow:
1. C -0.257
2. O -0.492
3. C 0.364
4. C -0.315
5. C -0.164
6. C -0.087
7. C 0.140
8. C -0.216
9. C 0.032
10. C -0.192
11. C -0.201
12. C -0.201
13. C -0.228
14. C 0.111
15. N -0.293
16. C -0.411
17. C 0.155
18. C -0.141
19. C -0.275
20. H 0.209
21. H 0.182
22. H 0.189
23. H 0.229
24. H 0.238
25. H 0.260
26. H 0.234
27. H 0.226
28. H 0.223
29. H 0.217
30. H 0.226
31. H 0.227
32. H 0.221
33. H 0.238
34. H 0.224
35. H 0.236
36. C -0.219
37. C -0.178
38. C -0.153
39. C -0.064
40. C -0.215
41. C -0.218
42. C 0.629
43. O -0.655
44. N -0.708
45. C 0.641
46. O -0.629
47. H 0.209
48. H 0.224
49. H 0.221
50. H 0.209

Record 4
Molecular formula: C2HF6GdNO4S2
Method: DFT, the ωB97M-V functional and the def2-TZVPD basis

As for the total charge: +1. Its spin multiplicity is 8. The electronic energy comes out at -70570.1315 eV. For the largest force on an atom, the calculation gives 4.47 eV/Å. The LUMO energy (spin up / spin down) is -5.663 / -7.220 eV. As for the HOMO-LUMO gap (spin up / spin down): 7.928 / 5.248 eV.

Atoms and positions in Å:
N: 1.146 1.609 -0.781
S: -0.445 1.619 -0.610
O: -1.218 1.613 -1.898
C: -0.668 3.376 -0.013
F: 0.070 4.213 -0.725
F: -0.323 3.462 1.264
F: -1.945 3.724 -0.134
S: 1.997 0.339 -0.062
O: 1.180 0.025 1.252
O: 3.293 0.952 0.352
Gd: -0.803 -0.546 1.640
O: -0.847 -2.809 0.857
H: -1.221 -3.511 1.412
C: -0.177 -3.348 -0.370
F: -0.957 -4.348 -0.740
F: -0.087 -2.576 -1.437
F: 1.005 -3.793 -0.009

The computed Mulliken charges, all in e, follow:
1. N -0.265
2. S 0.806
3. O -0.665
4. C 0.679
5. F -0.190
6. F -0.214
7. F -0.189
8. S 0.852
9. O -0.563
10. O -0.451
11. Gd 0.940
12. O -0.383
13. H 0.295
14. C 0.885
15. F -0.213
16. F -0.145
17. F -0.179

Record 5
Molecular formula: C5H10O2
Method: DFT, the ωB97M-V functional and the def2-TZVPD basis

Its SMILES is CO[C@H]1CO[C@H]1C. The electronic energy comes out at -9440.4548 eV. For the largest force on an atom, the calculation gives 0.37 eV/Å. The LUMO energy is 1.022 eV. As for the HOMO-LUMO gap: 10.741 eV.

Atoms and positions in Å:
C: 0.979 0.567 -2.098
O: 0.908 0.274 -0.723
C: -0.388 0.450 -0.224
C: -1.334 -0.741 -0.440
O: -1.224 -1.130 0.934
C: -0.521 0.085 1.266
C: 0.729 -0.137 2.104
H: 0.280 -0.049 -2.685
H: 0.750 1.626 -2.291
H: 1.998 0.354 -2.427
H: -0.777 1.438 -0.512
H: -0.962 -1.514 -1.123
H: -2.363 -0.469 -0.710
H: -1.209 0.782 1.766
H: 1.607 0.313 1.633
H: 0.616 0.280 3.109
H: 0.905 -1.212 2.195

The computed natural (NBO) charges, all in e, follow:
1. C -0.250
2. O -0.526
3. C 0.057
4. C -0.093
5. O -0.529
6. C 0.094
7. C -0.648
8. H 0.165
9. H 0.166
10. H 0.198
11. H 0.166
12. H 0.184
13. H 0.171
14. H 0.170
15. H 0.231
16. H 0.211
17. H 0.233

Record 6
Molecular formula: C38H52AlBrN13O3S
Method: DFT, the ωB97M-V functional and the def2-TZVPD basis

As for the total charge: -1. The electronic energy comes out at -153240.8257 eV. For the largest force on an atom, the calculation gives 3.23 eV/Å. The LUMO energy is 1.661 eV. As for the HOMO-LUMO gap: 7.957 eV.

Atoms and positions in Å:
O: 4.178 -0.614 -0.288
C: 3.072 -0.750 -0.720
Br: 1.829 -1.842 0.339
C: 2.635 -0.154 -2.017
Al: 1.064 1.108 -1.748
N: 0.455 1.182 0.059
C: 0.327 2.281 0.498
S: -0.165 3.785 0.821
O: 1.116 2.756 -2.468
C: -0.253 2.965 -2.789
C: -1.062 1.653 -3.069
C: -2.148 1.218 -2.055
C: -3.181 2.299 -1.718
C: -4.077 1.937 -0.508
C: -4.622 0.503 -0.634
C: -4.083 -0.553 0.079
C: -4.575 -1.860 -0.032
C: -5.620 -2.073 -0.916
C: -6.176 -1.017 -1.631
C: -5.694 0.275 -1.509
O: -0.101 0.576 -3.023
H: 3.483 0.272 -2.554
H: 2.253 -0.997 -2.607
H: -0.181 3.429 -3.799
H: -0.758 3.762 -2.228
H: -1.543 1.552 -4.052
H: -2.642 0.350 -2.488
H: -1.723 0.855 -1.110
H: -3.826 2.472 -2.590
H: -2.697 3.248 -1.448
H: -4.951 2.594 -0.457
H: -3.516 1.989 0.430
H: -3.247 -0.387 0.755
H: -4.161 -2.689 0.530
H: -6.050 -3.055 -1.072
H: -7.003 -1.175 -2.322
H: -6.095 1.129 -2.048
C: -4.107 0.057 -5.352
C: -3.688 -0.982 -4.413
N: -3.348 -1.782 -3.667
H: -3.920 1.036 -4.915
H: -3.543 -0.034 -6.280
H: -5.170 -0.037 -5.569
C: 5.424 -0.198 2.687
C: 5.905 -0.578 4.016
N: 6.270 -0.877 5.063
H: 6.221 0.289 2.129
H: 5.102 -1.081 2.141
H: 4.582 0.486 2.776
C: 3.020 1.697 5.662
C: 2.701 1.658 4.234
N: 2.450 1.626 3.114
H: 2.566 2.576 6.117
H: 2.635 0.804 6.151
H: 4.099 1.741 5.800
C: 4.085 -3.597 3.000
C: 3.372 -4.870 2.892
N: 2.818 -5.871 2.807
H: 4.181 -3.315 4.048
H: 5.079 -3.693 2.565
H: 3.539 -2.817 2.469
C: 1.419 -1.140 -5.189
C: 1.054 -1.261 -6.602
N: 0.770 -1.356 -7.710
H: 0.965 -0.244 -4.758
H: 1.065 -2.011 -4.640
H: 2.502 -1.073 -5.094
C: 9.134 -0.024 7.130
C: 9.667 1.050 7.970
N: 10.085 1.892 8.628
H: 9.273 -0.985 7.621
H: 8.071 0.132 6.955
H: 9.651 -0.035 6.172
C: 4.583 3.295 -1.551
C: 5.713 4.211 -1.381
N: 6.600 4.927 -1.248
H: 4.944 2.323 -1.883
H: 4.057 3.175 -0.605
H: 3.889 3.689 -2.293
C: -2.696 5.215 -5.180
C: -3.647 4.107 -5.104
N: -4.381 3.227 -5.044
H: -2.483 5.585 -4.178
H: -1.769 4.872 -5.636
H: -3.115 6.021 -5.779
C: -1.462 7.614 2.777
C: -2.091 6.979 1.620
N: -2.584 6.470 0.718
H: -0.611 8.211 2.453
H: -2.180 8.259 3.281
H: -1.117 6.851 3.472
C: 8.097 -4.182 5.589
C: 8.651 -3.642 6.830
N: 9.079 -3.218 7.806
H: 8.504 -3.640 4.738
H: 8.354 -5.236 5.498
H: 7.014 -4.076 5.594
C: -9.310 -4.983 -0.450
C: -8.584 -3.882 0.184
N: -8.014 -3.013 0.670
H: -9.256 -5.869 0.172
H: -10.355 -4.708 -0.589
H: -8.869 -5.201 -1.422
C: -6.483 -7.919 -1.427
C: -7.596 -7.955 -0.477
N: -8.464 -7.983 0.272
H: -6.842 -7.609 -2.406
H: -5.728 -7.214 -1.084
H: -6.036 -8.908 -1.508

These are the Mulliken partial charges, in e, on atoms 1 to 99:
1. O -0.571
2. C 0.069
3. Br -0.238
4. C -0.229
5. Al -0.281
6. N -0.083
7. C 0.210
8. S -0.347
9. O -0.453
10. C -0.530
11. C 0.588
12. C 0.067
13. C 0.317
14. C -1.803
15. C 0.506
16. C 0.048
17. C -1.005
18. C -0.294
19. C -0.743
20. C -0.188
21. O -0.453
22. H 0.440
23. H 0.207
24. H 0.051
25. H 0.288
26. H 0.562
27. H -0.523
28. H 0.106
29. H -0.064
30. H 0.236
31. H 0.510
32. H 0.405
33. H 0.360
34. H 0.391
35. H 0.573
36. H 0.352
37. H 0.399
38. C -0.253
39. C 0.385
40. N -0.452
41. H -0.238
42. H 0.336
43. H 0.337
44. C -0.144
45. C 0.302
46. N -0.455
47. H 0.361
48. H 0.055
49. H -0.136
50. C -0.822
51. C 0.424
52. N -0.396
53. H 0.306
54. H 0.270
55. H 0.257
56. C -0.266
57. C 0.152
58. N -0.411
59. H 0.254
60. H 0.282
61. H -0.045
62. C -0.329
63. C 0.158
64. N -0.461
65. H -0.036
66. H 0.313
67. H 0.350
68. C -0.304
69. C 0.188
70. N -0.394
71. H 0.098
72. H 0.166
73. H 0.266
74. C -0.287
75. C 0.057
76. N -0.405
77. H 0.194
78. H 0.190
79. H 0.276
80. C -0.937
81. C 0.475
82. N -0.465
83. H 0.265
84. H 0.259
85. H 0.354
86. C -0.784
87. C 0.335
88. N -0.348
89. H 0.258
90. H 0.303
91. H 0.252
92. C -0.654
93. C 0.393
94. N -0.500
95. H 0.243
96. H 0.343
97. H 0.151
98. C -0.713
99. C 0.411

Record 7
Molecular formula: C5H10O2
Method: DFT, the ωB97M-V functional and the def2-TZVPD basis

Its SMILES is CCC(=O)COC. The electronic energy comes out at -9441.3411 eV. For the largest force on an atom, the calculation gives 0.46 eV/Å. The LUMO energy is 0.903 eV. As for the HOMO-LUMO gap: 10.264 eV.

Atoms and positions in Å:
C: -0.710 -1.482 -1.987
O: -0.746 -0.124 -1.613
C: -1.355 0.097 -0.368
C: 1.032 0.317 0.605
C: 1.517 1.379 1.596
C: -0.427 0.031 0.834
O: -0.872 -0.175 1.944
H: -0.060 -2.086 -1.335
H: -0.317 -1.522 -3.006
H: -1.718 -1.921 -1.977
H: -2.206 -0.572 -0.191
H: -1.724 1.130 -0.377
H: 1.218 0.605 -0.433
H: 1.602 0.975 2.606
H: 2.478 1.815 1.307
H: 0.791 2.198 1.642
H: 1.497 -0.665 0.752

The computed natural (NBO) charges, all in e, follow:
1. C -0.251
2. O -0.532
3. C -0.175
4. C -0.523
5. C -0.598
6. C 0.576
7. O -0.546
8. H 0.165
9. H 0.198
10. H 0.171
11. H 0.196
12. H 0.216
13. H 0.229
14. H 0.223
15. H 0.212
16. H 0.207
17. H 0.232

Record 8
Molecular formula: CH3IN4
Method: DFT, the ωB97M-V functional and the def2-TZVPD basis

Its SMILES is C1N=NN=N1.I. The electronic energy comes out at -15143.4065 eV. For the largest force on an atom, the calculation gives 2.76 eV/Å. The LUMO energy is -0.670 eV. As for the HOMO-LUMO gap: 9.498 eV.

Atoms and positions in Å:
C: 1.489 -0.666 -0.040
N: 0.492 -1.061 0.988
N: 0.093 0.000 1.495
N: 1.534 0.764 0.099
N: 0.768 1.124 0.994
I: -3.495 0.906 -2.104
H: 2.418 -1.249 0.175
H: 0.831 -1.003 -0.953
H: -4.129 1.186 -0.655

The computed natural (NBO) charges, all in e, follow:
1. C -0.248
2. N -0.105
3. N -0.057
4. N -0.121
5. N -0.013
6. I -0.107
7. H 0.266
8. H 0.279
9. H 0.107